Entry 1:
# C48H73F7IN7O2P

A 6-piece molecular cluster, C48H73F7IN7O2P overall at a distorted geometry (wB97M-V/def2-TZVPD, OMol25).

Net charge: -1
ΔE to the lowest compared entry with this formula, charge and spin in eV: 18.813
Kohn-Sham gap in eV: 6.8

Geometry (Å):
C: -4.9236 1.9250 1.1974
C: -4.9412 0.3526 0.6276
C: -3.8026 0.3686 -0.6303
N: -3.8136 -1.0284 -1.0679
P: -2.6218 -1.6656 -2.2006
I: -1.8181 0.6360 -2.7961
C: -4.0238 -1.3837 -3.4645
C: -3.7816 -1.3277 -5.0197
C: -1.4768 -1.8088 -0.6799
C: -0.1172 -0.9488 -0.5873
C: -0.1849 0.3702 0.4466
C: 1.3902 0.8503 0.6518
C: 1.5286 2.3647 1.2941
C: 3.1144 2.8738 1.3855
C: 3.9962 1.9381 2.4404
C: 5.5014 1.7074 1.8093
C: 6.1959 0.2773 2.2482
C: 5.6981 -1.0106 1.3343
C: 4.4452 -1.8404 2.0188
C: 4.8805 -3.3968 2.4499
N: 3.6516 -4.2742 2.1331
C: 2.2919 -4.2361 2.8285
C: 1.3296 -5.3620 2.0785
C: 2.1774 -6.0719 0.8552
C: 3.6435 -5.3148 1.0158
C: -3.2910 -3.4285 -1.6913
C: -4.0524 -3.5304 -0.2469
O: -4.2476 -5.0062 -0.0366
C: -3.5844 -5.4689 1.1813
C: -4.4068 -6.6370 2.0529
O: -2.3862 -5.1183 1.6477
C: -1.4464 -2.5341 -3.3942
F: -2.0814 -3.7642 -4.0297
F: -0.3671 -3.2647 -2.5924
C: -0.5353 -1.8977 -4.4933
F: 0.8145 -1.4937 -3.9309
F: -0.8664 -0.8461 -5.4380
C: -0.0350 -3.0382 -5.6373
F: 1.0682 -2.2893 -6.3591
F: 0.6012 -4.2323 -5.1004
F: -1.0605 -3.2548 -6.6983
H: -5.9544 2.4714 1.0277
H: -4.1211 2.5530 0.5777
H: -4.5598 1.9737 2.3171
H: -6.0044 0.1431 0.1871
H: -4.6151 -0.3958 1.4784
H: -4.3330 1.1748 -1.3341
H: -2.8825 0.7845 -0.0413
H: -4.8259 -1.2047 -1.3339
H: -4.9681 -2.0954 -3.2867
H: -4.4685 -0.2926 -3.2319
H: -3.1192 -2.0951 -5.5763
H: -4.8405 -1.3578 -5.5756
H: -3.3490 -0.2512 -5.3088
H: -1.2626 -2.9368 -0.3293
H: -2.0566 -1.4577 0.3154
H: 0.6343 -1.6529 0.0348
H: 0.4934 -0.7445 -1.5543
H: -0.7580 1.2799 -0.0054
H: -0.6332 0.0976 1.4938
H: 1.9056 0.0123 1.3156
H: 1.8998 0.7806 -0.4224
H: 1.0950 2.3707 2.3952
H: 0.8856 3.1227 0.6374
H: 3.0674 3.9987 1.7649
H: 3.6174 2.8945 0.3216
H: 3.4174 0.9311 2.6235
H: 4.0560 2.5458 3.4653
H: 6.1993 2.6384 2.0755
H: 5.4091 1.6865 0.6220
H: 5.9790 0.0839 3.4038
H: 7.3729 0.3618 2.1078
H: 6.6669 -1.6990 1.2236
H: 5.4597 -0.6364 0.2261
H: 4.0973 -1.2075 2.9437
H: 3.5557 -1.8538 1.2569
H: 5.7594 -3.6775 1.7232
H: 5.1885 -3.4256 3.5793
H: 1.9587 -3.5574 3.7238
H: 0.2120 -5.6064 2.3263
H: 1.8124 -6.8877 0.0984
H: 4.5502 -5.5587 0.3186
H: -4.0612 -3.8690 -2.4710
H: -2.4429 -4.2409 -1.5927
H: -5.1755 -3.1219 -0.2780
H: -3.5479 -3.0101 0.6583
H: -5.1503 -6.1786 2.8314
H: -3.6620 -7.4389 2.5183
H: -5.0812 -7.2619 1.2914
N: -6.9294 -3.6678 -7.5855
C: -7.9719 -2.8658 -7.9710
C: -7.4482 -1.7665 -8.6139
C: -6.0405 -1.9136 -8.6216
C: -5.7479 -3.0976 -7.9827
H: -7.0180 -4.5436 -7.0869
H: -8.9944 -3.1445 -7.7540
H: -8.0184 -0.9478 -9.0332
H: -5.3180 -1.2297 -9.0481
H: -4.8026 -3.5814 -7.7760
N: 2.2964 -0.4631 5.6408
C: 1.5144 -1.3081 6.3844
C: 2.2651 -1.7575 7.4477
C: 3.5430 -1.1578 7.3450
C: 3.5336 -0.3613 6.2219
H: 2.0058 0.0117 4.7960
H: 0.4939 -1.5179 6.0932
H: 1.9282 -2.4422 8.2152
H: 4.3798 -1.2920 8.0182
H: 4.2998 0.2665 5.7869
N: -7.5991 5.0598 1.4252
C: -8.8520 4.8918 0.8954
C: -9.7162 4.6054 1.9285
C: -8.9589 4.6066 3.1242
C: -7.6556 4.8929 2.7845
H: -6.7638 5.2743 0.8961
H: -9.0205 4.9885 -0.1688
H: -10.7775 4.4173 1.8316
H: -9.3250 4.4195 4.1255
H: -6.7657 4.9906 3.3919
N: 8.6286 4.7771 3.0659
C: 7.5861 5.5790 2.6804
C: 8.1099 6.6783 2.0375
C: 9.5176 6.5313 2.0298
C: 9.8101 5.3472 2.6688
H: 8.5400 3.9012 3.5645
H: 6.5637 5.3003 2.8974
H: 7.5397 7.4971 1.6182
H: 10.2400 7.2152 1.6034
H: 10.7555 4.8635 2.8754
N: 5.8321 5.9114 -0.6676
C: 5.4852 5.3155 -1.8522
C: 5.0430 6.2982 -2.7095
C: 5.1319 7.5309 -2.0196
C: 5.6249 7.2630 -0.7622
H: 6.1864 5.4294 0.1483
H: 5.5810 4.2460 -1.9828
H: 4.6952 6.1441 -3.7227
H: 4.8656 8.5088 -2.3994
H: 5.8442 7.9166 0.0715


Entry 2:
# C48H74BF5N8O4

A 7-piece molecular cluster, C48H74BF5N8O4 overall at a distorted geometry (wB97M-V/def2-TZVPD, OMol25).

Net charge: +6
Kohn-Sham gap in eV: 6.2

Geometry (Å):
F: -1.1681 -0.2312 0.7490
C: -2.4454 -5.0303 5.8101
O: -2.4120 -3.9223 4.8414
C: -1.1540 -3.8457 4.2679
C: -1.2456 -2.9240 3.0503
N: -1.1333 -1.4733 3.4432
H: -0.1510 -1.2957 3.7488
H: -1.3314 -0.8781 2.5595
C: -2.0487 -0.9985 4.6187
C: -1.6915 0.5274 4.7650
O: -0.2834 0.7051 4.6466
C: 0.3834 1.1385 5.8365
H: -2.2435 -5.9975 5.3467
H: -3.4673 -5.1174 6.1345
H: -1.7655 -4.9509 6.6665
H: -0.8606 -4.8591 3.9738
H: -0.3619 -3.4754 4.9494
H: -2.1977 -3.1131 2.5867
H: -0.4612 -3.0630 2.2989
H: -1.9441 -1.5995 5.5064
H: -3.0910 -1.0490 4.2779
H: -2.0026 0.8009 5.7589
H: -2.1566 1.1037 3.9838
H: 1.4718 1.2485 5.7102
H: 0.1464 0.4313 6.6429
H: 0.0037 2.1469 6.0738
C: -3.8095 1.6995 0.5095
O: -4.9772 2.4146 -0.0520
C: -4.6741 3.3406 -1.0596
C: -5.9056 4.2888 -1.2005
N: -7.1857 3.4438 -1.3128
H: -7.6225 3.5924 -2.2189
H: -6.9267 2.4569 -1.3283
C: -8.2469 3.7732 -0.2835
C: -8.8453 5.1560 -0.7047
O: -9.0342 5.1998 -2.0870
C: -10.3281 4.6212 -2.5226
H: -3.4096 0.8404 -0.0768
H: -4.0667 1.3415 1.5001
H: -3.0157 2.4297 0.6807
H: -4.3372 2.8451 -2.0020
H: -3.8067 3.9504 -0.6562
H: -5.8992 4.8918 -2.0752
H: -5.9489 4.9412 -0.3317
H: -7.9202 3.7807 0.7656
H: -9.0552 3.0487 -0.2676
H: -8.1263 5.9378 -0.4379
H: -9.7517 5.2769 -0.1511
H: -11.1694 5.3200 -2.2376
H: -10.4172 3.5787 -2.2255
H: -10.2453 4.5969 -3.6160
C: 1.9821 0.7563 2.0497
N: 1.8193 2.1483 1.6404
C: 0.6134 2.5711 1.2727
C: 0.4040 3.8123 0.7606
C: 1.5002 4.6626 0.6859
C: 2.7820 4.1725 1.0638
C: 2.9530 2.9199 1.5837
C: 1.3931 6.0324 0.1308
C: 0.5138 6.9999 0.6330
C: 0.6278 8.3089 0.3379
N: 1.4871 8.6299 -0.6432
C: 2.2257 7.7282 -1.2964
C: 2.2251 6.3763 -0.9231
C: 1.8350 10.0284 -0.9174
H: 1.0465 0.2627 1.8949
H: 2.2424 0.7138 3.1294
H: 2.7571 0.3182 1.4244
H: -0.1596 1.8292 1.4107
H: -0.5948 4.1177 0.5058
H: 3.6641 4.7808 1.0955
H: 3.8777 2.4730 1.9155
H: -0.1358 6.8309 1.4885
H: 0.0563 9.0915 0.8356
H: 2.8340 8.1087 -2.0679
H: 2.6665 5.5882 -1.4910
H: 2.9239 10.1649 -0.8327
H: 1.3824 10.6918 -0.1601
H: 1.4701 10.3466 -1.8921
C: -2.6515 -2.0946 -0.7861
N: -1.7041 -1.9336 -1.8517
C: -2.0832 -2.4192 -3.0908
C: -1.2164 -2.0962 -4.1299
C: -0.0175 -1.3566 -3.9974
C: 0.2759 -0.9470 -2.6819
C: -0.5919 -1.1968 -1.6361
C: 0.9716 -1.0979 -5.1166
C: 0.9012 -1.8748 -6.1917
C: 1.8294 -1.7395 -7.2008
N: 2.7444 -0.7709 -7.1540
C: 2.8118 0.0348 -6.0805
C: 1.9286 -0.0911 -5.0790
C: 3.6994 -0.6070 -8.2687
H: -3.3061 -1.2137 -0.9034
H: -2.1481 -2.1104 0.1884
H: -3.2447 -2.9896 -1.0052
H: -2.9517 -3.0710 -3.1427
H: -1.4282 -2.6178 -5.0828
H: 1.0697 -0.2733 -2.4262
H: -0.3835 -0.9072 -0.6198
H: 0.2734 -2.7363 -6.3455
H: 1.8420 -2.3278 -8.1113
H: 3.5951 0.7540 -6.1027
H: 1.9553 0.5618 -4.2576
H: 3.9493 0.3946 -8.5361
H: 3.2280 -0.9864 -9.1622
H: 4.5485 -1.2227 -8.0141
C: 1.4952 -8.5107 -1.3970
N: 2.3106 -7.3409 -1.1279
C: 1.9483 -6.3750 -0.2688
C: 2.7894 -5.3384 0.1300
C: 4.1208 -5.3690 -0.3241
C: 4.4476 -6.2823 -1.3298
C: 3.5572 -7.2937 -1.7114
C: 5.2429 -4.5774 0.2452
C: 6.0498 -3.7141 -0.4640
C: 7.1030 -3.0708 0.1553
N: 7.3762 -3.2723 1.4719
C: 6.6311 -4.1220 2.1342
C: 5.5127 -4.7856 1.5750
C: 8.4114 -2.5133 2.1797
H: 0.9637 -8.3297 -2.3498
H: 0.6625 -8.5252 -0.7267
H: 2.0903 -9.4036 -1.3686
H: 1.0102 -6.5872 0.2371
H: 2.5668 -4.7278 0.9839
H: 5.4620 -6.3291 -1.7420
H: 3.8589 -8.0050 -2.4875
H: 5.9783 -3.6444 -1.5533
H: 7.6726 -2.3041 -0.3042
H: 6.8729 -4.2165 3.1700
H: 4.9711 -5.5416 2.1463
H: 8.7204 -3.0290 3.1019
H: 8.0210 -1.5401 2.4787
H: 9.2690 -2.3503 1.5406
B: 2.5696 -2.6978 2.8292
F: 2.6500 -4.0099 3.0824
F: 2.1315 -2.6236 1.4457
F: 1.7011 -2.0061 3.6959
F: 3.8793 -2.1376 2.8481